(1)
This record from the OMol25 dataset describes a single C15H25NOSi molecule in a non-equilibrium geometry. The level of theory is ωB97M-V with the def2-TZVPD basis set.

XYZ file:
```
43
Properties=species:S:1:pos:R:3:forces:R:3
C 3.878473 -1.678705 0.395984 -2.1 0.2 -0.5
Si 3.048136 -0.398040 -0.749126 1.3 -0.5 -0.1
C 2.756267 -1.355130 -2.457148 -1.2 2.1 0.5
C 4.260038 1.052772 -0.925490 0.4 -0.4 -1.2
O 1.742059 0.105288 0.192744 0.1 -0.2 -1.0
C 0.795170 1.115543 -0.161411 0.6 -0.1 3.3
C 0.945120 1.484309 -1.520928 0.5 1.0 -3.6
N 1.181063 1.697624 -2.641087 -0.6 -0.2 1.9
C -0.573986 0.613583 0.234643 -2.6 -0.4 -1.1
C -0.569652 0.270349 1.742322 -1.1 -0.8 0.7
C -2.023218 -0.220030 2.260016 -0.3 1.1 -3.1
C -3.053953 0.932507 1.932917 -0.4 -0.3 -0.3
C -3.078745 1.340819 0.397009 -1.5 -2.7 0.6
C -3.528575 0.037947 -0.424185 2.4 0.5 1.1
C -2.423683 -1.099808 -0.243132 -1.2 0.5 1.3
C -2.365485 -1.401951 1.321735 0.3 -2.2 -0.6
C -0.914201 -0.655928 -0.631325 -1.9 -0.7 -0.1
C -1.709996 1.709239 -0.076890 1.2 -0.9 0.1
H 3.266759 -2.568487 0.172428 0.8 -0.3 -0.1
H 4.919651 -1.767175 0.186261 0.7 -0.5 -0.3
H 3.713157 -1.547614 1.456424 0.1 0.5 0.3
H 3.687776 -1.603774 -2.911986 1.0 -0.4 0.0
H 2.248291 -0.748037 -3.260694 0.2 -0.4 1.0
H 2.167919 -2.245438 -2.286994 -0.1 -0.3 0.0
H 3.979555 1.821293 -1.664278 -0.2 -0.2 0.4
H 4.418084 1.525196 0.051410 0.2 -0.1 -0.2
H 5.226176 0.641003 -1.359403 -0.9 0.4 0.8
H 1.016767 1.964498 0.542680 -0.1 -0.2 -1.0
H 0.203042 -0.515259 1.864671 -0.5 0.4 0.3
H -0.310546 1.142190 2.349320 0.3 0.1 -0.2
H -2.144097 -0.429589 3.330138 0.6 -0.3 -0.3
H -4.106622 0.655167 2.271140 1.3 0.2 -0.4
H -2.756243 1.786801 2.540159 -0.1 0.3 0.0
H -3.918108 2.069556 0.260837 1.2 0.0 0.0
H -3.540788 0.170766 -1.487056 -0.5 0.8 -0.7
H -4.516155 -0.194160 -0.044992 -0.1 -0.7 -0.1
H -2.892486 -1.995224 -0.826261 1.5 1.2 1.1
H -1.526920 -2.130630 1.362441 -0.4 0.2 0.5
H -3.257146 -2.013541 1.622314 0.5 0.9 -0.1
H -0.841682 -0.529892 -1.763292 0.1 0.3 1.5
H -0.252532 -1.502458 -0.337097 -0.4 0.6 -0.3
H -1.761400 1.884815 -1.140708 0.3 0.2 -0.5
H -1.387283 2.579601 0.425887 0.4 1.4 0.4
```
Forces are in eV/Å.

As for the SMILES: C[Si](C)(C)O[C@@H](C#N)[C@]12C[C@H]3C[C@H](C[C@H](C3)C1)C2. Its HOMO energy is -9.843 eV. The LUMO energy is 0.027 Eh. The gap between HOMO and LUMO is 10.57 eV.



(2)
This record from the OMol25 dataset describes a molecular structure, C49H82BrMnP2Si2. The level of theory is ωB97M-V with the def2-TZVPD basis set.

XYZ file:
```
137
Properties=species:S:1:pos:R:3:forces:R:3
Mn 0.886643 0.017687 -0.584305 0.2 -0.1 -0.1
C -0.410717 3.592935 -0.582818 -0.1 0.1 0.0
Si 1.042184 2.464584 -0.443486 0.1 0.0 0.0
C 1.948247 2.386046 -2.071519 0.0 0.0 -0.1
C 1.655423 3.375625 -3.019674 0.0 0.0 0.0
C 2.261916 3.375614 -4.265500 0.0 0.0 0.0
C 3.144833 2.359389 -4.604983 0.0 0.0 0.0
C 3.431772 1.353090 -3.695102 0.0 0.0 0.0
C 2.855794 1.364531 -2.425572 0.0 0.0 0.0
P 3.230573 0.074129 -1.198381 0.1 0.0 0.0
C 3.438579 -1.482097 -2.193313 0.1 0.0 0.1
C 4.815836 -1.808500 -2.813647 -0.1 0.0 0.0
C 5.772503 -2.558588 -1.891982 -0.1 0.0 0.0
C 5.114392 -3.778575 -1.256723 0.0 0.0 0.0
C 3.826182 -3.394277 -0.532777 0.1 0.0 0.0
C 2.853727 -2.721739 -1.494393 0.0 0.0 0.0
C 4.621078 0.730310 -0.188840 0.0 0.0 0.0
C 5.857486 1.059900 -1.042588 0.0 -0.1 0.0
C 6.883279 1.808096 -0.189796 0.0 0.0 0.0
C 7.275903 0.992464 1.037436 0.0 0.0 0.0
C 6.048505 0.655344 1.878034 0.0 0.0 0.0
C 4.985377 -0.081224 1.060095 0.0 0.0 0.0
C 2.034833 2.640121 1.124281 0.1 0.0 0.1
C 2.755235 3.810927 1.366544 0.0 0.0 0.0
C 3.521432 3.945207 2.516563 0.0 0.0 0.0
C 3.572897 2.911464 3.441007 0.0 0.0 0.0
C 2.853625 1.744033 3.228323 0.0 0.0 0.0
C 2.087221 1.602255 2.072082 0.0 0.0 0.0
P 1.002705 0.188248 1.769354 0.0 0.0 0.1
C -0.531605 0.447837 2.737984 0.0 0.1 0.0
C -0.173154 0.596858 4.230725 0.0 0.0 0.1
C -1.451148 0.702712 5.066052 0.0 0.0 0.0
C -2.302800 1.883635 4.619332 0.0 0.0 0.0
C -2.632456 1.772212 3.135181 0.0 0.0 0.0
C -1.366645 1.648883 2.285157 0.0 0.0 0.0
C 1.674477 -1.487349 2.101606 0.0 0.0 0.1
C 0.676927 -2.533536 1.552554 0.0 0.0 0.1
C 1.158995 -3.931780 1.934345 0.0 0.0 0.0
C 1.094609 -4.142652 3.458975 0.0 0.0 0.0
C 1.147713 -2.812693 4.217742 0.0 0.0 0.0
C 2.114950 -1.835900 3.553554 0.1 0.0 0.0
H -0.032757 4.622024 -0.632042 0.0 -0.1 0.0
H -1.077601 3.536017 0.274666 0.0 0.0 0.0
H -0.974604 3.391385 -1.494755 0.0 0.0 0.0
H 0.949815 4.165047 -2.786370 0.0 0.0 0.0
H 2.039872 4.162339 -4.975604 0.0 0.0 0.0
H 3.611648 2.348578 -5.581687 0.0 0.0 0.0
H 4.113222 0.566416 -3.987004 0.0 0.0 0.0
H 2.764229 -1.232449 -3.017782 -0.1 0.0 -0.1
H 5.296434 -0.918452 -3.217710 0.0 0.0 0.0
H 4.597829 -2.450618 -3.673519 0.0 0.0 0.0
H 6.144424 -1.898795 -1.108537 0.0 0.1 0.1
H 6.647228 -2.857125 -2.471028 0.0 0.0 0.0
H 5.804818 -4.263724 -0.566281 0.0 0.0 0.0
H 4.880412 -4.515923 -2.031661 0.0 0.0 0.0
H 4.060316 -2.722894 0.303894 0.0 0.0 0.0
H 3.357664 -4.281128 -0.104303 0.0 0.0 -0.1
H 1.906272 -2.478962 -0.992210 0.1 0.0 0.0
H 2.591399 -3.436187 -2.280490 0.0 0.0 0.0
H 4.197521 1.682412 0.152143 0.0 0.0 0.0
H 5.581204 1.659780 -1.911304 0.0 0.0 0.0
H 6.311059 0.136368 -1.410894 0.0 0.0 0.0
H 6.458465 2.768633 0.125944 0.0 0.0 0.0
H 7.757831 2.037727 -0.799241 0.0 0.0 0.0
H 8.001541 1.539655 1.639574 0.0 0.0 0.0
H 7.770720 0.067850 0.719265 0.0 0.0 0.0
H 5.616350 1.581776 2.272457 0.0 0.0 0.0
H 6.325821 0.043200 2.738111 0.0 0.0 0.0
H 4.101545 -0.255238 1.680095 0.1 0.0 0.0
H 5.371208 -1.058072 0.773105 0.1 -0.1 -0.1
H 2.734225 4.627743 0.650796 0.0 0.0 0.0
H 4.078973 4.856634 2.692300 0.0 0.0 0.0
H 4.170147 3.015259 4.338290 0.0 0.0 0.0
H 2.897306 0.960159 3.971850 0.0 0.0 0.0
H -1.115911 -0.465688 2.591091 0.0 0.0 0.0
H 0.417769 1.509423 4.364457 0.0 0.0 0.0
H 0.430584 -0.239881 4.584299 -0.1 0.1 0.0
H -1.178733 0.794092 6.117324 0.0 0.0 0.0
H -2.024362 -0.227024 4.970479 0.0 0.0 0.0
H -1.754969 2.815053 4.799953 0.0 0.0 0.0
H -3.216955 1.941711 5.210053 0.0 0.0 0.0
H -3.210351 2.636241 2.799911 0.0 0.0 0.0
H -3.257385 0.887738 2.967777 0.0 0.0 0.0
H -0.769786 2.562411 2.395426 0.0 0.0 0.0
H -1.636535 1.543839 1.233915 0.0 0.0 0.0
H 2.555447 -1.529528 1.456290 0.0 0.0 0.0
H 0.587319 -2.447590 0.464441 -0.1 0.0 0.0
H -0.326746 -2.374455 1.951153 0.0 0.0 0.0
H 2.184922 -4.053099 1.577111 -0.1 0.0 0.1
H 0.561043 -4.680915 1.416220 0.0 0.0 0.0
H 1.924098 -4.778393 3.771254 0.0 0.0 0.0
H 0.182447 -4.675631 3.728160 0.0 0.0 0.0
H 1.455092 -2.977954 5.250166 0.0 0.0 0.0
H 0.147177 -2.371647 4.268566 0.0 0.0 0.0
H 3.103745 -2.298700 3.494684 0.0 0.0 0.0
H 2.240373 -0.946723 4.168280 0.0 0.0 0.0
C -4.629957 2.255060 -2.524816 0.0 0.0 -0.1
C -5.717875 1.535604 -1.705328 0.0 0.1 0.1
C -7.115623 1.858015 -2.301239 -0.1 0.0 0.0
C -5.661391 2.060344 -0.264940 0.0 0.0 0.0
Si -5.631278 -0.318902 -1.865709 0.0 0.0 0.0
Br -1.323802 -0.079497 -1.097155 -0.4 0.0 -0.1
C -5.525178 -1.098101 -3.550643 0.0 0.0 -0.1
C -5.174119 -0.127056 -4.689116 0.0 -0.1 -0.1
C -4.511853 -2.257679 -3.571192 0.0 -0.1 0.0
C -6.957966 -1.645612 -3.787393 -0.1 0.0 0.0
C -5.946951 -1.396018 -0.379918 0.0 -0.1 0.0
C -7.450897 -1.147019 -0.085793 -0.1 0.0 0.0
C -5.102483 -0.993135 0.843799 0.0 0.0 0.0
C -5.736969 -2.896009 -0.633572 0.0 -0.1 0.1
H -4.706692 3.325609 -2.315725 0.0 0.0 0.0
H -4.750040 2.123195 -3.599080 0.0 0.0 0.1
H -3.619016 1.937932 -2.247866 -0.1 0.0 0.0
H -7.248030 2.944070 -2.274825 0.0 0.0 0.0
H -7.934990 1.420943 -1.721943 0.1 0.0 0.0
H -7.221230 1.547349 -3.342590 0.0 0.0 0.0
H -5.796225 3.144952 -0.296801 0.0 0.0 0.0
H -4.697151 1.860984 0.208416 0.0 0.0 0.0
H -6.451337 1.659988 0.371532 0.0 0.0 0.0
H -4.162340 0.273732 -4.596740 -0.1 -0.1 0.0
H -5.874896 0.703800 -4.778586 0.0 -0.1 0.0
H -5.220124 -0.685480 -5.628001 0.0 0.0 0.0
H -3.499004 -1.924843 -3.323136 0.0 0.0 0.0
H -4.479182 -2.657569 -4.588203 0.0 0.0 0.0
H -4.781765 -3.077794 -2.906453 0.1 0.1 -0.2
H -7.710236 -0.851535 -3.819212 0.0 0.0 0.0
H -7.269045 -2.389449 -3.049849 0.0 0.1 -0.1
H -6.968786 -2.135135 -4.765573 0.0 0.0 0.0
H -7.677298 -0.107165 0.158968 0.0 0.0 0.0
H -7.726643 -1.751454 0.783503 0.0 0.0 0.0
H -8.098821 -1.461350 -0.909676 0.0 0.0 0.0
H -5.372074 -0.019131 1.245121 0.0 0.0 0.0
H -4.028435 -0.998409 0.627884 0.0 0.0 0.0
H -5.280900 -1.732467 1.629796 0.0 0.0 0.0
H -6.310277 -3.280662 -1.478510 0.0 0.0 0.1
H -6.075948 -3.436747 0.254161 0.0 0.0 0.0
H -4.683307 -3.141330 -0.786164 -0.1 0.0 0.0
```
Forces are in eV/Å.

Its net charge is +3. Its HOMO energy (alpha / beta) is -16.397 / -16.240 eV. The spin multiplicity is 4. The LUMO energy (alpha / beta) is -0.367 / -0.299 Eh. The gap between HOMO and LUMO (alpha / beta) is 6.42 / 8.11 eV.



(3)
This record from the OMol25 dataset describes a single C4H3NO molecule in a non-equilibrium geometry. The level of theory is ωB97M-V with the def2-TZVPD basis set.

XYZ file:
```
9
Properties=species:S:1:pos:R:3:forces:R:3
O 1.333983 0.080389 -0.817236 -0.2 -0.2 -0.1
C 0.012666 0.197672 -0.378946 -0.1 0.3 0.2
C -0.463184 -1.244697 1.301006 -0.5 -0.1 -1.4
C -0.704440 -1.142018 0.016977 0.4 -0.5 1.3
C -0.117819 1.326579 0.604100 -0.3 0.4 0.6
N -0.204847 2.238760 1.313181 0.2 -1.1 -0.9
H 1.910654 -0.124160 -0.073010 0.0 -0.1 0.1
H -0.570309 0.473002 -1.237482 -0.1 0.5 -0.5
H -1.196704 -1.805528 -0.728590 0.6 0.8 0.7
```
Forces are in eV/Å.

Its HOMO energy is -11.146 eV. The LUMO energy is -0.035 Eh. The gap between HOMO and LUMO is 10.20 eV.



(4)
This record from the OMol25 dataset describes a molecular structure, C16H15BrCl2MnN3OSSbSe4 in a non-equilibrium geometry. The level of theory is ωB97M-V with the def2-TZVPD basis set.

XYZ file:
```
45
Properties=species:S:1:pos:R:3:forces:R:3
Mn 0.672872 -0.621336 -0.943620 -0.2 -0.2 -1.0
Cl -0.222259 -2.620887 0.539332 0.0 0.0 -0.1
C -1.938187 -2.256256 0.502271 0.1 0.0 0.0
C -2.797053 -3.321437 0.678502 0.0 0.0 0.0
C -4.161619 -3.089183 0.728773 0.0 0.0 0.0
C -4.631713 -1.794343 0.609502 0.0 0.0 0.0
C -3.742941 -0.751492 0.417856 -0.1 0.0 0.0
Cl -4.416206 0.851270 0.283505 0.0 0.0 0.0
C -2.356169 -0.929777 0.319973 0.1 0.0 0.0
S -1.272454 0.405056 0.008551 0.2 -0.2 0.1
H -2.395668 -4.322351 0.748779 0.0 0.0 0.0
H -4.851434 -3.916020 0.827661 0.0 0.0 0.0
H -5.691271 -1.580665 0.628781 0.0 0.0 0.0
N 2.543594 -0.814988 -0.396022 -0.5 0.2 -0.1
C 1.911977 -0.271800 0.509098 0.2 0.0 0.4
N 2.213731 0.216783 1.760410 -0.2 0.0 -0.2
C 3.496779 -0.166964 2.320627 0.1 -0.1 0.0
C 3.820982 0.764366 3.473096 0.0 0.0 0.0
O 2.797302 0.766047 4.454572 0.0 0.0 0.0
C 1.548713 1.146286 3.882318 0.0 0.0 0.0
C 1.149558 0.222402 2.752422 0.0 0.0 0.0
H 4.253807 -0.099180 1.539121 0.0 0.0 0.0
H 3.473063 -1.207090 2.680230 0.0 0.0 0.0
H 3.957763 1.783815 3.083655 0.0 0.0 0.0
H 4.736700 0.455806 3.979790 0.0 0.0 0.0
H 1.621252 2.177125 3.508027 0.0 0.0 0.0
H 0.819214 1.114754 4.691325 0.0 0.0 0.0
H 0.226328 0.541432 2.266933 0.0 0.0 0.0
H 0.988318 -0.789747 3.153792 0.0 0.0 0.0
Br 0.037685 3.121042 -5.434266 0.0 0.0 0.1
C 0.459845 2.825241 -3.615213 0.0 -0.2 -0.3
C 0.581192 3.885144 -2.751715 0.0 0.3 0.1
C 0.923333 3.615851 -1.437730 0.2 -0.2 0.0
C 1.129115 2.301590 -1.058847 -0.4 -0.2 -0.1
N 0.929244 1.260167 -1.890471 0.0 0.4 0.1
C 0.614953 1.523962 -3.166484 0.0 -0.2 0.3
H 0.410484 4.895248 -3.099099 0.0 0.0 0.0
H 1.032167 4.411440 -0.714660 0.0 0.0 0.0
H 1.384747 2.048163 -0.037623 0.0 0.0 -0.1
H 0.439470 0.670679 -3.809971 0.0 -0.1 0.0
Se -0.858616 -4.396064 -5.471071 0.0 -0.2 -0.1
Sb -2.216285 -2.610377 -4.631446 0.2 0.2 0.2
Se -0.212707 -1.680479 -2.811825 0.2 0.2 0.7
Se -2.441942 -0.645144 -6.001302 0.0 0.1 -0.1
Se -3.967662 -3.118090 -3.077538 -0.1 0.0 0.1
```
Forces are in eV/Å.

Its net charge is -2. Its HOMO energy (alpha / beta) is -1.445 / -1.439 eV. The spin multiplicity is 2. The LUMO energy (alpha / beta) is 0.145 / 0.145 Eh. The gap between HOMO and LUMO (alpha / beta) is 5.38 / 5.37 eV.